{"formula": "C4H9NO", "method": "wB97M-V/def2-TZVPD", "elements": ["O", "N", "C", "C", "C", "C", "H", "H", "H", "H", "H", "H", "H", "H", "H"], "coordinates": [[1.06588, -1.84390, 0.40319], [-0.41500, -0.20815, -0.07992], [0.84937, -0.66160, 0.18441], [-0.78513, 1.18275, -0.23563], [-1.47465, -1.19516, -0.19305], [1.98755, 0.34500, 0.14022], [-1.71003, 1.38120, 0.31833], [-1.94584, -1.39617, 0.77667], [2.10276, 0.75385, -0.86896], [-2.23902, -0.83040, -0.88783], [1.85238, 1.18234, 0.83130], [-0.01395, 1.83844, 0.17048], [2.89460, -0.19538, 0.41237], [-1.05327, -2.12760, -0.56756], [-0.95250, 1.44999, -1.28861]], "atomic_forces_ev_per_a": [[-0.023, 0.180, -0.048], [0.206, -0.133, 0.026], [-0.092, 0.096, -0.075], [0.019, 0.127, 0.013], [-0.106, -0.015, -0.007], [0.062, -0.056, 0.079], [0.127, -0.035, -0.082], [0.034, 0.023, -0.106], [-0.054, -0.027, 0.123], [0.146, -0.036, 0.106], [-0.008, -0.149, -0.071], [-0.130, -0.095, -0.106], [-0.116, 0.100, -0.054], [-0.081, 0.080, 0.052], [0.015, -0.059, 0.149]], "multiplicity": 1, "homo_lumo_gap_ev": 10.02, "smiles": "CC(=O)N(C)C", "homo_ev": -9.2}



{"formula": "C27H39N3O2", "method": "wB97M-V/def2-TZVPD", "elements": ["O", "O", "N", "N", "N", "C", "C", "C", "C", "C", "C", "C", "C", "C", "C", "C", "C", "C", "C", "C", "C", "C", "C", "C", "C", "C", "C", "C", "C", "C", "C", "C", "H", "H", "H", "H", "H", "H", "H", "H", "H", "H", "H", "H", "H", "H", "H", "H", "H", "H", "H", "H", "H", "H", "H", "H", "H", "H", "H", "H", "H", "H", "H", "H", "H", "H", "H", "H", "H", "H", "H"], "coordinates": [[7.43451, -4.42602, 0.46424], [2.94333, -0.08336, -0.99359], [-3.77336, 1.98436, 0.13103], [-0.67879, -0.82525, 0.91184], [1.95448, -1.93143, 0.90705], [3.64431, -3.41314, -0.86031], [-5.31845, 6.11719, -2.07276], [0.48516, 0.03740, 0.88090], [-0.37943, -2.02527, 0.16307], [5.29315, -3.58882, 0.86114], [3.06538, -2.67007, 1.50004], [-3.82623, 1.24283, 1.37201], [-6.10285, 2.70449, 0.38357], [5.82991, -4.28872, -1.37335], [-6.85279, 4.70008, -0.70166], [-3.15745, 4.29150, -1.39817], [2.90358, 0.31114, 1.44362], [-3.39196, 1.12656, -0.97541], [-1.94621, -0.19779, 0.57315], [-1.98380, 0.58234, -0.74977], [-5.58044, 4.91451, -1.21523], [-2.42292, 0.73014, 1.69361], [8.41095, -4.94642, -0.40372], [-4.55237, 4.02027, -0.91744], [1.69384, -0.64195, 1.54653], [6.20826, -4.11793, -0.04671], [0.75215, -2.74785, 0.88110], [3.72179, 0.15897, 0.14571], [4.01411, -3.23282, 0.46742], [-7.10858, 3.61026, 0.10747], [4.55025, -3.93311, -1.76428], [-4.82424, 2.88762, -0.13590], [8.65156, -4.24268, -1.20728], [-6.31814, 1.84280, 0.99682], [1.44372, -0.79011, 2.61463], [-4.84745, 5.82872, -3.01119], [-1.70388, -0.06459, -1.58302], [-7.64516, 5.39794, -0.93129], [-2.42547, 0.19040, 2.64077], [-1.75567, 1.58711, 1.78351], [3.63148, -2.02297, 2.17267], [2.52027, 1.33044, 1.50922], [5.61167, -3.45988, 1.88468], [-6.24705, 6.63700, -2.29494], [-0.07405, -1.80799, -0.87616], [2.65431, -3.14241, -1.18902], [0.76345, 0.31392, -0.14744], [6.51425, -4.69044, -2.10351], [-2.90401, 5.33912, -1.24697], [0.26254, 0.94648, 1.44034], [8.09616, -5.90083, -0.83857], [3.58238, 0.16939, 2.28608], [-2.67000, -1.02110, 0.50079], [-3.05550, 4.07728, -2.46268], [9.29603, -5.10657, 0.21016], [4.45889, -0.64662, 0.26644], [-4.65087, 6.81385, -1.56515], [0.98299, -3.68511, 0.36916], [-4.09626, 0.27937, -1.07056], [2.50051, -0.93221, -0.82914], [-4.16762, 1.91428, 2.16306], [2.68942, -3.50307, 2.11607], [-4.51664, 0.38218, 1.31772], [4.25981, -4.06549, -2.79609], [-1.28182, 1.41565, -0.70535], [-2.45065, 3.67814, -0.84762], [-1.26115, -2.66970, 0.14003], [4.26630, 1.08746, -0.04695], [-3.43447, 1.69859, -1.90272], [0.41283, -2.98399, 1.90522], [-8.09800, 3.45590, 0.51312]], "atomic_forces_ev_per_a": [[-0.308, 0.141, 0.133], [-0.273, 0.032, -0.491], [-0.031, -0.050, 0.116], [0.016, -0.136, 0.042], [-0.056, -0.037, 0.119], [-0.058, -0.017, -0.011], [0.005, -0.038, 0.055], [0.031, -0.101, 0.159], [0.120, -0.192, 0.206], [0.082, -0.083, -0.081], [0.016, -0.052, -0.034], [0.267, 0.104, 0.247], [0.081, -0.133, 0.015], [0.331, -0.108, 0.010], [-0.017, -0.007, 0.019], [-0.078, 0.005, 0.024], [-0.018, -0.174, -0.267], [0.275, -0.032, -0.199], [-0.023, 0.302, 0.076], [-0.213, -0.272, 0.088], [-0.125, -0.043, 0.010], [-0.256, -0.280, -0.142], [0.159, -0.087, -0.153], [0.016, -0.086, 0.016], [0.003, 0.498, 0.102], [-0.109, 0.041, 0.088], [-0.297, -0.127, -0.242], [0.218, 0.008, 0.373], [0.212, -0.121, 0.007], [-0.075, 0.020, 0.007], [-0.088, 0.014, 0.038], [-0.213, 0.237, -0.018], [-0.019, -0.037, 0.024], [0.011, -0.096, 0.062], [-0.025, 0.000, -0.134], [0.052, 0.063, -0.089], [0.054, -0.003, -0.062], [-0.063, 0.081, -0.033], [0.030, -0.047, 0.035], [0.031, 0.065, 0.046], [-0.038, -0.015, -0.014], [-0.011, 0.041, 0.077], [0.053, 0.038, 0.158], [-0.026, 0.053, -0.032], [-0.034, -0.055, -0.005], [-0.119, 0.054, -0.042], [0.001, 0.073, 0.101], [0.089, -0.032, -0.038], [0.069, 0.070, -0.048], [0.099, 0.042, -0.027], [0.009, 0.049, 0.005], [0.011, 0.058, 0.056], [0.003, 0.060, -0.005], [0.091, 0.004, -0.099], [-0.038, -0.008, -0.087], [0.011, 0.118, 0.027], [0.063, 0.092, -0.041], [0.002, -0.016, 0.030], [-0.015, 0.080, -0.048], [0.082, 0.066, 0.032], [-0.049, -0.089, -0.041], [0.001, 0.155, -0.006], [-0.040, 0.068, 0.026], [-0.019, -0.009, -0.085], [0.053, 0.054, -0.051], [0.097, -0.010, -0.013], [0.012, 0.011, -0.026], [0.047, -0.126, 0.081], [-0.035, -0.039, 0.018], [0.040, -0.021, -0.090], [-0.073, -0.015, 0.032]], "multiplicity": 1, "homo_lumo_gap_ev": 8.86, "smiles": "COc1cccc(CN2CCN(C3CCN(c4cccc(C)c4C)CC3)C[C@@H]2CCO)c1", "homo_ev": -8.0}



{"formula": "C3H3ClS", "method": "wB97M-V/def2-TZVPD", "elements": ["Cl", "S", "C", "C", "C", "H", "H", "H"], "coordinates": [[2.38080, 0.41525, -1.44906], [-0.78630, -0.64106, -3.93514], [-0.82665, -0.59613, -2.33744], [-1.49241, 0.08046, 0.03038], [-1.37463, -0.31672, -1.19696], [-0.64452, -0.07445, 0.62553], [-2.37860, 0.43500, 0.54294], [3.61694, 0.37083, -1.09635]], "atomic_forces_ev_per_a": [[0.198, -0.011, 0.060], [0.441, -0.166, 0.389], [-1.857, 0.330, 0.187], [-1.515, 0.530, 1.628], [1.773, -0.532, -2.806], [1.224, -0.091, 0.939], [-0.051, -0.069, -0.342], [-0.212, 0.010, -0.054]], "s2": 2.030, "multiplicity": 3, "homo_lumo_gap_ev": [7.71, 7.44], "homo_ev": [-7.2, -9.7]}



{"formula": "C24H50GeN5O4PY", "method": "wB97M-V/def2-TZVPD", "elements": ["Y", "Ge", "P", "O", "O", "O", "O", "N", "N", "N", "N", "N", "C", "C", "C", "C", "C", "C", "C", "C", "C", "C", "C", "C", "C", "C", "C", "C", "C", "C", "C", "C", "C", "C", "C", "C", "H", "H", "H", "H", "H", "H", "H", "H", "H", "H", "H", "H", "H", "H", "H", "H", "H", "H", "H", "H", "H", "H", "H", "H", "H", "H", "H", "H", "H", "H", "H", "H", "H", "H", "H", "H", "H", "H", "H", "H", "H", "H", "H", "H", "H", "H", "H", "H", "H", "H"], "coordinates": [[1.58515, 0.10046, -1.20916], [1.28278, -1.67827, -3.92361], [-1.59824, 1.87516, 0.31121], [3.92481, -0.63034, -0.02642], [-0.17807, 1.68339, -0.12554], [1.98053, -0.57099, 1.70415], [0.45992, -1.92337, 0.04558], [-2.53994, 0.93718, -0.66585], [-1.79872, 1.44486, 1.89850], [-2.18593, 3.42908, 0.28026], [0.09179, -3.60950, 1.49251], [5.55349, -0.09039, 1.44991], [-3.41379, 0.27891, -2.78742], [-2.96174, 1.82023, 2.71867], [1.40160, -2.12134, -5.85058], [5.95483, 0.26634, 2.80558], [-1.77808, 5.49166, -0.87003], [-4.48119, 1.04641, -1.99872], [1.50077, 0.22300, -3.56093], [-1.38039, 0.06429, 2.22566], [0.70376, -2.48897, 1.11608], [3.20971, -0.06769, 2.17819], [-0.94695, -4.19064, 0.64613], [1.76633, -1.92338, 2.04932], [-2.29990, -0.36831, 3.37204], [6.60961, -0.24727, 0.45120], [-0.86601, 5.40173, 0.35524], [-2.23662, 4.04543, -1.07387], [0.33789, -4.28838, 2.75697], [-4.00232, 0.89742, -0.55923], [-3.55268, 0.48854, 3.16900], [-2.10945, 0.55598, -2.03151], [4.28333, -0.29359, 1.10978], [-0.38199, -2.61453, -3.29043], [2.78213, -2.64491, -3.02187], [-1.61945, 4.41063, 1.23493], [2.67973, -2.51458, 1.90429], [-1.55838, 3.52899, -1.75963], [2.63146, -2.72235, -1.93505], [3.47879, -0.51869, 3.13554], [2.89369, -3.65601, -3.41269], [2.30026, -1.67701, -6.27849], [-2.63453, 6.12904, -0.64525], [6.98342, 0.61257, 2.77843], [-0.26774, -3.69029, -3.44612], [-0.71220, 6.36195, 0.84409], [1.45772, -1.98669, 3.09563], [5.90633, -0.59180, 3.47942], [-3.24650, 3.98975, -1.48167], [7.23447, 0.64491, 0.44264], [-4.31927, -0.07111, -0.15605], [-1.54362, 1.36166, -2.50278], [3.71535, -2.10722, -3.19793], [-1.84341, -0.13297, 4.33525], [-0.32139, -3.91321, 3.54383], [-1.50618, -0.58542, 1.35190], [-4.36861, 1.68670, 0.09885], [-2.62440, 2.39647, 3.58622], [-0.69988, -5.22739, 0.41937], [-3.63759, -0.78873, -2.77866], [0.13809, -5.34870, 2.62406], [7.22793, -1.11523, 0.68248], [-1.27730, 5.88400, -1.75249], [0.10320, 4.98346, 0.07434], [-0.32615, 0.04685, 2.50363], [-4.17089, 0.06354, 2.37522], [-1.25248, -2.28335, -3.85997], [6.15797, -0.38239, -0.52506], [-3.65907, 2.43850, 2.15609], [-5.48257, 0.64466, -2.14245], [-0.56641, -2.43149, -2.22958], [-4.48617, 2.09938, -2.28589], [-4.15946, 0.58189, 4.06773], [-1.01325, -3.62924, -0.27954], [0.54311, -1.73477, -6.40109], [-3.34803, 0.60211, -3.82398], [-0.99007, 3.91483, 1.97232], [1.44352, -3.20340, -5.99702], [0.56530, 0.75477, -3.81475], [-2.50946, -1.43744, 3.33849], [-1.90866, -4.16289, 1.16149], [3.07444, 1.00610, 2.32467], [-1.46599, -0.32728, -2.00593], [1.37108, -4.18384, 3.07875], [5.33653, 1.06865, 3.20697], [-2.43975, 4.91393, 1.75459]], "atomic_forces_ev_per_a": [[-0.615, 0.092, -1.031], [0.124, 0.381, -0.579], [-0.928, 0.086, 0.333], [-0.591, 0.317, -0.583], [1.449, -0.863, -0.619], [-0.050, 0.089, 0.035], [0.332, 0.762, -0.631], [0.275, 0.349, -0.015], [0.075, -0.167, -0.436], [0.438, -0.463, -0.109], [-0.119, -0.049, -0.124], [-0.024, -0.020, -0.190], [-0.073, 0.049, 0.085], [-0.090, 0.053, 0.101], [0.045, -0.157, 0.198], [-0.080, -0.068, 0.112], [0.082, -0.067, 0.127], [0.093, -0.085, -0.017], [-0.585, -0.949, 3.412], [0.066, -0.020, 0.072], [0.120, -0.045, 0.196], [-0.137, -0.071, -0.177], [-0.028, 0.006, -0.082], [-0.003, 0.067, -0.138], [-0.085, 0.076, -0.071], [0.014, -0.010, -0.028], [-0.127, -0.055, -0.060], [-0.105, 0.068, -0.078], [0.014, 0.078, 0.130], [-0.061, -0.040, 0.024], [0.128, -0.035, -0.026], [0.031, -0.014, 0.012], [0.044, 0.050, 0.183], [0.248, 0.070, -0.151], [-0.153, 0.315, 0.094], [-0.031, 0.135, -0.040], [0.002, -0.021, 0.048], [-0.025, 0.003, 0.002], [0.063, -0.096, 0.012], [0.042, 0.050, 0.017], [-0.076, -0.046, 0.067], [0.010, 0.016, 0.047], [-0.002, 0.019, -0.029], [-0.002, 0.040, -0.014], [-0.039, -0.012, 0.026], [0.040, 0.001, 0.002], [0.009, -0.048, 0.000], [0.019, 0.002, -0.020], [0.030, -0.027, 0.005], [-0.006, -0.006, 0.014], [-0.029, 0.050, 0.043], [0.013, -0.019, 0.016], [0.001, -0.006, 0.005], [0.004, -0.028, 0.005], [0.005, -0.007, -0.014], [-0.033, 0.016, 0.008], [-0.005, -0.009, -0.005], [-0.022, 0.021, -0.025], [0.028, 0.009, 0.017], [0.009, -0.007, -0.002], [0.021, -0.009, -0.030], [-0.012, 0.010, 0.032], [-0.030, 0.028, -0.010], [0.014, 0.028, 0.013], [0.013, -0.010, 0.009], [-0.019, 0.026, -0.001], [0.003, 0.041, 0.007], [0.001, -0.016, -0.009], [0.022, 0.008, 0.006], [-0.018, 0.037, -0.025], [-0.010, -0.032, 0.000], [-0.004, -0.004, 0.006], [-0.012, -0.004, -0.003], [-0.016, -0.010, 0.004], [-0.028, 0.035, 0.077], [0.007, -0.060, -0.026], [-0.018, 0.011, 0.024], [-0.013, 0.010, -0.033], [0.215, 0.148, -0.314], [0.018, 0.000, 0.063], [0.022, 0.015, 0.020], [0.067, 0.012, 0.074], [-0.020, 0.029, -0.047], [0.001, -0.030, -0.033], [0.038, 0.016, -0.013], [0.031, -0.039, 0.058]], "multiplicity": 1, "homo_lumo_gap_ev": 5.36, "total_charge": 1, "homo_ev": -7.8}



Computed largest force on an atom, in the same sequence as the records: 0.247, 0.563, 3.362, 3.590 eV/A.
Computed relative energy (zero: lowest compared OMol25 entry of this formula, charge and spin), in the same sequence as the records: 13.6, 42.5, 0.4, 88.0 kcal per mole.